(1)
{
  "formula": "C6H9N",
  "method": "ωB97M-V/def2-TZVPD",
  "species": ["C", "C", "C", "N", "C", "C", "C", "H", "H", "H", "H", "H", "H", "H", "H", "H"],
  "positions_angstrom": [[2.478, 0.537, 0.191], [1.020, 0.139, 0.102], [0.599, -1.158, 0.333], [-0.763, -1.322, 0.189], [-1.462, 0.020, 0.043], [-0.049, 0.902, -0.238], [-2.600, 0.208, -0.730], [3.037, -0.308, 0.571], [2.541, 1.408, 0.842], [2.851, 0.820, -0.790], [1.137, -1.853, 0.968], [-1.017, -1.951, -0.570], [-0.223, 1.962, -0.097], [-2.948, -0.565, -1.399], [-3.215, 1.078, -0.561], [-1.387, 0.082, 1.147]],
  "atomic_forces_ev_per_a": [[-1.0, 0.3, 0.2], [1.2, -0.1, 0.1], [-0.5, 0.1, 0.1], [-0.7, 0.7, -1.0], [3.6, -1.5, -1.2], [-2.1, 0.2, 1.4], [-1.0, -0.3, 0.5], [0.3, 0.0, 0.1], [0.4, 0.0, 0.1], [0.1, -0.1, 0.0], [0.2, -0.4, -0.6], [-0.3, -0.7, 0.6], [0.6, 0.1, -0.3], [0.0, 0.0, 0.0], [0.0, 0.0, -0.1], [-0.8, 1.5, 0.1]],
  "e_homo_ev": -5.79,
  "e_lumo_ev": -0.90,
  "gap_ev": 4.89
}

=====

(2)
{
  "formula": "H30O15",
  "method": "ωB97M-V/def2-TZVPD",
  "species": ["O", "H", "H", "O", "H", "H", "O", "H", "H", "O", "H", "H", "O", "H", "H", "O", "H", "H", "O", "H", "H", "O", "H", "H", "O", "H", "H", "O", "H", "H", "O", "H", "H", "O", "H", "H", "O", "H", "H", "O", "H", "H", "O", "H", "H"],
  "positions_angstrom": [[-2.942, -1.688, -0.396], [-2.358, -1.037, -0.073], [-2.562, -2.525, -0.136], [1.355, 2.856, 2.967], [0.500, 2.752, 2.546], [1.432, 3.763, 2.713], [1.475, -2.532, 1.337], [1.394, -1.661, 1.691], [2.114, -2.561, 0.594], [-0.194, -3.412, -1.142], [-0.764, -3.460, -0.329], [0.323, -2.690, -0.865], [1.594, 0.135, 2.392], [2.555, 0.257, 2.152], [1.400, 1.074, 2.528], [-0.563, 0.007, 0.103], [-0.198, 0.806, 0.454], [-0.020, -0.329, -0.593], [2.744, -1.994, -1.275], [3.435, -2.237, -1.917], [2.423, -1.114, -1.505], [-1.514, -0.152, -2.684], [-2.190, 0.184, -2.146], [-1.582, 0.162, -3.603], [2.021, 2.146, 0.108], [3.042, 2.050, -0.105], [1.624, 1.432, -0.401], [0.214, 4.052, 0.646], [1.155, 4.006, 0.496], [-0.150, 3.627, -0.136], [-3.258, 1.060, -0.797], [-2.907, 1.157, 0.024], [-4.005, 0.509, -0.781], [-1.466, 2.151, 2.553], [-1.703, 2.978, 2.162], [-1.654, 2.330, 3.442], [-0.046, -2.242, -3.713], [-0.473, -1.758, -3.034], [-0.212, -3.074, -3.352], [1.291, 0.424, -1.965], [0.356, 0.588, -2.081], [1.703, 0.886, -2.672], [-1.549, -2.292, 2.285], [-0.949, -1.593, 2.103], [-0.892, -3.040, 2.404]],
  "atomic_forces_ev_per_a": [[-1.5, -1.0, -0.9], [1.3, 1.1, 0.7], [0.0, -0.1, 0.3], [-0.2, -0.1, 0.4], [-0.9, -0.8, -0.1], [0.9, 1.1, 0.1], [0.1, -1.7, -0.9], [0.3, 1.3, 0.2], [-0.5, 0.4, 0.6], [-2.2, -1.3, 1.1], [0.6, -0.5, -1.2], [1.8, 1.4, 0.2], [1.9, 0.4, -0.5], [-1.4, -0.6, 0.3], [-0.3, 0.0, 0.2], [-1.4, -0.5, 0.5], [0.6, 0.5, 0.5], [0.6, -0.3, -0.3], [0.6, -0.2, 0.0], [-0.6, 0.2, 0.4], [-0.1, -0.1, -0.3], [2.6, -0.5, -1.9], [-2.0, 1.1, 1.3], [-0.4, -0.2, 0.7], [3.7, 0.1, -0.5], [-3.2, 0.2, 0.7], [0.1, -0.3, -0.4], [-1.0, 0.5, 0.1], [0.5, -0.3, -0.1], [0.0, 0.0, -0.1], [0.0, 1.2, -4.3], [1.4, 0.1, 3.8], [-1.5, -1.3, 0.4], [0.5, -0.8, -1.6], [-0.2, 0.9, -0.9], [-0.3, -0.1, 2.4], [0.9, 1.1, -1.7], [-0.8, 1.5, 0.9], [0.0, -2.7, 0.5], [0.2, -0.3, 1.0], [-1.0, -0.2, -0.5], [0.7, 0.5, -1.0], [0.6, -2.5, 0.4], [0.7, 1.4, -0.4], [-1.2, 1.1, -0.1]],
  "e_homo_ev": -10.50,
  "e_lumo_ev": -0.36,
  "gap_ev": 10.14
}

=====

(3)
{
  "formula": "C2H6N2O2S",
  "method": "ωB97M-V/def2-TZVPD",
  "species": ["C", "C", "N", "N", "O", "O", "S", "H", "H", "H", "H", "H", "H"],
  "positions_angstrom": [[2.661, 0.162, 0.322], [1.998, 1.364, 0.171], [3.254, -0.835, 0.302], [-2.260, -1.068, 1.049], [-2.112, -0.939, -1.650], [-0.840, 0.671, -0.368], [-2.148, 0.059, -0.342], [1.658, 1.829, 1.068], [1.081, 0.873, -0.242], [2.489, 2.194, -0.458], [-1.227, -0.928, -1.999], [-3.105, -1.660, 0.981], [-1.450, -1.720, 1.165]],
  "atomic_forces_ev_per_a": [[3.6, -2.9, 0.4], [-1.8, 2.1, -1.7], [-0.9, 0.9, 0.2], [0.9, 0.0, -1.3], [-1.1, 0.1, 0.8], [0.4, 0.0, 0.6], [-1.3, -1.8, 0.7], [0.0, 0.1, 0.9], [0.2, 1.7, -0.4], [-0.7, -1.8, 0.6], [1.0, 0.0, -0.3], [0.4, 0.7, -0.2], [-0.6, 0.9, -0.4]],
  "e_homo_ev": -10.58,
  "e_lumo_ev": 0.61,
  "gap_ev": 11.19
}

=====

(4)
{
  "formula": "C5H4N2",
  "method": "ωB97M-V/def2-TZVPD",
  "species": ["C", "C", "C", "C", "C", "N", "N", "H", "H", "H", "H"],
  "positions_angstrom": [[2.359, 0.246, -0.178], [1.500, -0.461, 0.298], [0.141, -0.354, 0.485], [-0.757, -1.054, -0.264], [-1.674, -0.042, -0.516], [-1.312, 1.155, -0.072], [-0.371, 0.821, 0.960], [3.378, 0.396, -0.364], [-0.864, -2.069, -0.627], [-2.587, -0.242, -1.041], [0.187, 1.604, 1.320]],
  "atomic_forces_ev_per_a": [[1.7, -1.3, 0.3], [0.9, 1.1, 0.4], [-0.1, -2.2, 1.8], [-0.8, 0.3, 0.6], [-0.6, 1.0, -0.7], [-2.1, -0.6, 2.8], [-0.2, 0.8, -3.6], [0.8, 0.7, -0.5], [0.7, 0.3, 0.1], [-0.2, 0.7, -0.6], [-0.1, -0.8, -0.6]],
  "e_homo_ev": [-8.56, -8.56],
  "e_lumo_ev": [0.20, 0.20],
  "smiles": "C#Cc1ccn[nH]1",
  "gap_ev": [8.77, 8.77]
}

=====

Relative energy (zero: lowest compared OMol25 entry of this formula, charge and spin): 139.1, 46.1, 46.9, 102.8 (kcal/mol)